Molecular formula: CHCl2PS
Method: DFT, ωB97M-V/def2-TZVPD

ΔE to the lowest compared entry with this formula, charge and spin (kJ/mol): 108.5
LUMO (eV): -1.8
Molecular weight (g mol⁻¹): 146.97
Highest occupied orbital energy (eV): -7.41

```
6
Properties=species:S:1:pos:R:3:forces:R:3
C -0.735985 -0.504231 -0.250630 3.1 -0.8 3.6
P 1.546102 0.768218 1.104728 -1.0 -0.4 -1.8
S 2.500872 1.757115 -0.218189 -0.5 -0.5 0.7
Cl -1.874779 0.614673 -0.391537 -2.8 2.7 -0.1
Cl -1.013239 -1.795011 0.918072 -0.1 0.1 -0.3
H -0.422971 -0.840764 -1.162444 1.2 -1.1 -2.0
```
Positions in Å, forces in eV/Å.

Okay, here come the Löwdin numbers, in e, for every atom: number 1, C, carries -1.284; number 2, P, carries 0.290; number 3, S, carries 0.001; number 4, Cl, carries 0.603; number 5, Cl, carries 0.439; number 6, H, carries -0.049

Molecular formula: C21H29NO3
Method: DFT, ωB97M-V/def2-TZVPD

ΔE to the lowest compared entry with this formula, charge and spin (kJ/mol): 196.7
LUMO (eV): 0.8
Molecular weight (g mol⁻¹): 343.47
SMILES string: COCc1ccc(CN2CCC[C@@](CO)(Cc3ccccc3C)C2)o1
Highest occupied orbital energy (eV): -8.34

```
54
Properties=species:S:1:pos:R:3:forces:R:3
C 4.005570 6.345488 -0.728281 0.0 0.0 -0.1
O 3.507328 5.498180 0.272254 -0.1 -0.1 0.2
C 3.420232 4.149601 -0.146359 -0.1 -0.1 0.0
C 2.885106 3.322586 0.971947 0.9 0.0 0.2
C 3.471542 2.841643 2.105413 -0.2 0.2 -0.6
C 2.461312 2.141451 2.806758 -0.5 0.1 -0.2
C 1.326817 2.249256 2.054803 0.1 -0.3 0.8
C -0.040146 1.659461 2.218263 0.1 0.1 -0.2
N -0.180216 0.311014 1.688157 0.0 0.0 0.0
C 0.587625 -0.682049 2.413152 -0.2 -0.2 0.1
C 0.133260 -2.071007 1.977152 0.2 0.1 0.0
C 0.292946 -2.237856 0.468377 -0.2 0.1 0.0
C -0.381251 -1.102439 -0.313572 0.2 0.1 -0.3
C 0.073631 -1.191426 -1.783598 0.1 -0.4 0.4
O -0.204758 -0.043156 -2.543663 -0.3 0.5 -0.2
C -1.927085 -1.141873 -0.211230 0.1 -0.1 0.0
C -2.579924 -2.394754 -0.734512 -0.1 0.0 0.0
C -2.632491 -3.509338 0.100005 0.0 0.0 0.0
C -3.176517 -4.710241 -0.311465 0.0 -0.1 0.0
C -3.704391 -4.816828 -1.585158 0.0 -0.1 0.0
C -3.706252 -3.707392 -2.407033 0.0 0.0 0.0
C -3.161823 -2.491536 -2.004210 0.0 -0.1 0.0
C -3.254987 -1.341124 -2.967400 0.1 0.0 0.0
C 0.110743 0.232276 0.269647 -0.2 -0.1 -0.2
O 1.584605 2.964371 0.938742 -0.3 0.1 -0.3
H 5.018730 6.051319 -1.031802 0.0 0.0 0.0
H 4.030474 7.346355 -0.302601 0.0 0.0 -0.1
H 3.359023 6.340856 -1.615162 0.0 0.0 0.0
H 4.418888 3.786091 -0.438278 -0.2 0.0 0.0
H 2.746837 4.063090 -1.012652 0.1 0.0 0.1
H 4.491959 2.971424 2.401876 0.2 0.1 0.0
H 2.562904 1.635551 3.745457 -0.1 -0.1 0.2
H -0.299189 1.628051 3.279553 0.0 0.1 -0.1
H -0.760955 2.295452 1.696965 0.0 0.0 0.1
H 0.404622 -0.549926 3.482517 0.1 0.0 0.0
H 1.671806 -0.572602 2.233374 0.0 0.0 0.0
H -0.908913 -2.198508 2.268734 0.0 0.0 0.1
H 0.723670 -2.829461 2.494539 0.0 0.0 0.0
H 1.360639 -2.225532 0.233517 0.1 0.0 -0.1
H -0.103001 -3.201738 0.144959 0.1 0.0 0.0
H -0.372523 -2.085505 -2.243950 0.1 0.0 0.0
H 1.160750 -1.297468 -1.826479 0.0 -0.1 0.1
H -1.149130 0.138487 -2.480193 0.1 0.0 -0.1
H -2.320922 -0.265101 -0.728414 0.0 0.1 0.1
H -2.176733 -1.019640 0.843419 -0.1 0.1 -0.1
H -2.249123 -3.430599 1.105662 0.1 0.0 0.1
H -3.192887 -5.555232 0.361054 0.0 -0.1 0.1
H -4.129081 -5.748423 -1.928525 0.0 -0.1 0.0
H -4.146592 -3.779738 -3.391832 -0.1 0.0 -0.1
H -3.480981 -0.405573 -2.458968 0.0 0.1 0.0
H -4.049231 -1.527955 -3.687120 0.0 0.0 0.0
H -2.328841 -1.224852 -3.529740 0.1 0.1 -0.1
H -0.385449 1.065173 -0.232703 0.1 0.0 0.0
H 1.192369 0.321695 0.068605 0.0 0.1 0.0
```
Positions in Å, forces in eV/Å.

Okay, here come the Löwdin numbers, in e, for every atom: number 1, C, carries -0.121; number 2, O, carries -0.173; number 3, C, carries -0.158; number 4, C, carries -0.240; number 5, C, carries -0.003; number 6, C, carries -0.017; number 7, C, carries -0.259; number 8, C, carries -0.108; number 9, N, carries -0.148; number 10, C, carries -0.192; number 11, C, carries -0.161; number 12, C, carries -0.134; number 13, C, carries -0.394; number 14, C, carries -0.209; number 15, O, carries -0.050; number 16, C, carries -0.073; number 17, C, carries -0.170; number 18, C, carries -0.047; number 19, C, carries -0.082; number 20, C, carries -0.088; number 21, C, carries -0.052; number 22, C, carries -0.221; number 23, C, carries -0.039; number 24, C, carries -0.133; number 25, O, carries 0.089; number 26, H, carries 0.087; number 27, H, carries 0.088; number 28, H, carries 0.088; number 29, H, carries 0.133; number 30, H, carries 0.135; number 31, H, carries 0.112; number 32, H, carries 0.110; number 33, H, carries 0.129; number 34, H, carries 0.131; number 35, H, carries 0.124; number 36, H, carries 0.125; number 37, H, carries 0.097; number 38, H, carries 0.115; number 39, H, carries 0.123; number 40, H, carries 0.112; number 41, H, carries 0.128; number 42, H, carries 0.129; number 43, H, carries 0.058; number 44, H, carries 0.109; number 45, H, carries 0.121; number 46, H, carries 0.102; number 47, H, carries 0.102; number 48, H, carries 0.100; number 49, H, carries 0.108; number 50, H, carries 0.079; number 51, H, carries 0.080; number 52, H, carries 0.080; number 53, H, carries 0.133; number 54, H, carries 0.144

Q: Number 1 is which compound?
A: CHCl2PS

Q: The highest highest occupied orbital energy belongs to which entry?
A: CHCl2PS

Q: Number 2 is which compound?
A: C21H29NO3